The following is a DFT calculation (ωB97M-V with the def2-TZVPD basis set) of an isolated ion of composition C6H16NO and charge +1.

Output
* energy: -367.9584 Eh
* orbital gap: 11.56 eV
* SMILES string: CCCC[C@@H]([NH3+])CO
* total charge: +1
* energy relative to the best compared isomer or geometry (same formula, charge and spin): 63.09 kJ/mol
* highest occupied orbital energy: -14.89 eV

Last column: Mulliken charge in e.
Cartesian coordinates (Å):
C1 -0.878 0.888 -1.123  -0.869
O1 -1.369 0.497 -2.401  -0.535
C2 -0.557 -0.406 -0.414  0.244
C3 -0.456 -0.245 1.101  -1.041
C4 0.554 0.867 1.485  -0.817
C5 1.950 0.590 0.913  -0.366
C6 2.601 -0.717 1.347  -1.186
N1 -1.728 -1.331 -0.719  -0.252
H1 -1.647 1.442 -0.588  0.424
H2 0.005 1.519 -1.193  0.343
H3 -1.641 1.250 -2.940  0.329
H4 0.307 -0.863 -0.860  0.322
H5 0.011 -1.160 1.472  0.437
H6 -1.408 -0.275 1.604  0.475
H7 0.679 0.792 2.569  0.414
H8 0.133 1.839 1.236  0.368
H9 1.915 0.697 -0.175  0.233
H10 2.576 1.410 1.261  0.432
H11 2.589 -0.780 2.435  0.307
H12 2.097 -1.581 0.909  0.257
H13 3.643 -0.724 1.029  0.395
H14 -1.621 -2.142 -0.106  0.363
H15 -2.642 -0.939 -0.493  0.335
H16 -1.665 -1.585 -1.705  0.386

Atoms 1-6, force components in eV/Å:
C -0.31 0.14 -0.64
O 0.06 0.02 -0.18
C -1.31 0.93 0.69
C 1.75 -0.82 -0.30
C -0.52 -1.11 0.60
C -0.23 0.77 -0.25